(1)
Formula: C23H24AuN6O2
Source: the Open Molecules 2025 dataset
Level of theory: ωB97M-V/def2-TZVPD

Each line ends with the Mulliken charge.
Element x y z (Å)
Au (0.237, 0.211, -0.119)  1.50
O (0.240, -0.334, -2.170)  -0.74
C (-0.627, -1.030, -2.779)  0.54
C (-0.620, -0.937, -4.207)  -0.47
C (-1.408, -1.723, -4.992)  -0.50
C (-2.279, -2.652, -4.397)  -0.61
C (-2.334, -2.771, -3.032)  -0.88
C (-1.551, -1.971, -2.172)  0.66
C (-1.728, -2.148, -0.776)  -0.16
N (-1.151, -1.490, 0.183)  0.31
N (-1.432, -1.682, 1.442)  -0.73
C (-0.771, -0.951, 2.346)  0.58
O (0.027, -0.024, 2.055)  -0.80
C (-1.043, -1.240, 3.759)  0.56
C (-1.837, -2.317, 4.155)  -0.21
C (-2.007, -2.580, 5.500)  -0.66
C (-1.412, -1.769, 6.456)  -0.38
C (-0.650, -0.676, 6.066)  -0.62
C (-0.468, -0.409, 4.724)  -0.50
H (0.072, -0.222, -4.623)  0.46
H (-1.356, -1.642, -6.068)  0.39
H (-2.911, -3.266, -5.020)  0.41
H (-3.002, -3.502, -2.599)  0.35
H (-2.424, -2.930, -0.478)  0.44
H (-2.291, -2.941, 3.402)  0.44
H (-2.613, -3.417, 5.810)  0.40
H (-1.541, -1.987, 7.505)  0.40
H (-0.202, -0.033, 6.810)  0.41
H (0.128, 0.427, 4.392)  0.40
N (2.388, 0.526, -0.040)  -0.61
C (3.530, 0.341, 0.022)  0.47
N (4.803, 0.191, 0.071)  0.00
C (5.447, -1.113, 0.050)  -0.73
C (6.337, -1.295, 1.281)  -0.53
C (7.308, -0.122, 1.414)  -0.64
C (6.543, 1.201, 1.447)  -0.53
C (5.713, 1.323, 0.171)  -0.79
H (6.066, -1.167, -0.855)  0.28
H (4.681, -1.889, -0.009)  0.43
H (6.890, -2.226, 1.162)  0.33
H (5.725, -1.375, 2.182)  0.31
H (7.985, -0.115, 0.557)  0.31
H (7.916, -0.234, 2.312)  0.31
H (7.234, 2.042, 1.495)  0.34
H (5.891, 1.241, 2.321)  0.30
H (6.380, 1.296, -0.699)  0.30
H (5.138, 2.250, 0.136)  0.45
N (-2.222, 3.849, -0.507)  -0.05
C (-2.954, 3.253, 0.477)  -0.50
C (-2.379, 2.036, 0.690)  -0.44
N (-1.318, 1.897, -0.150)  -0.05
C (-1.244, 3.000, -0.858)  -0.42
H (-2.393, 4.762, -0.901)  0.20
H (-3.803, 3.720, 0.930)  0.41
H (-2.660, 1.266, 1.378)  0.39
H (-0.516, 3.189, -1.623)  0.45

Calculated values
net charge: +1
orbital gap (alpha / beta): 4.843 / 4.915 eV
E_HOMO (alpha / beta): -0.378 / -0.379 Eh
energy: -40959.30586 eV
LUMO (alpha / beta): -5.45 / -5.39 eV



(2)
Formula: C23H24BF2N4O4Ru
Source: the Open Molecules 2025 dataset
Level of theory: ωB97M-V/def2-TZVPD

Each line ends with the Mulliken charge.
Element x y z (Å)
Ru (-0.410, -0.181, 0.216)  0.17
C (-0.121, 2.661, 0.895)  -1.07
N (-1.165, 1.809, 0.268)  1.17
C (-1.534, 2.371, -1.041)  -1.12
C (-2.299, 1.728, 1.209)  0.49
C (-3.259, 2.714, 1.267)  -0.46
C (-4.334, 2.607, 2.143)  -0.92
C (-4.434, 1.489, 2.951)  -0.98
C (-3.464, 0.494, 2.914)  -0.95
C (-2.367, 0.598, 2.064)  0.45
N (-1.352, -0.356, 1.871)  0.35
C (-1.168, -1.577, 2.541)  -0.05
C (-1.694, -1.932, 3.782)  -0.79
C (-1.502, -3.208, 4.298)  -0.88
C (-0.769, -4.150, 3.599)  -0.84
C (-0.150, -3.780, 2.409)  -0.54
C (-0.311, -2.509, 1.900)  0.68
N (0.507, -2.019, 0.775)  0.93
C (0.777, -3.020, -0.271)  -1.09
C (1.814, -1.619, 1.377)  -1.12
H (-0.493, 3.685, 0.996)  0.35
H (0.778, 2.644, 0.287)  0.33
H (0.106, 2.271, 1.886)  0.35
H (-1.839, 3.418, -0.967)  0.37
H (-2.340, 1.778, -1.467)  0.34
H (-0.664, 2.308, -1.691)  0.26
H (-3.189, 3.573, 0.613)  0.30
H (-5.089, 3.381, 2.174)  0.41
H (-5.283, 1.372, 3.612)  0.40
H (-3.610, -0.387, 3.515)  0.40
H (-2.242, -1.211, 4.366)  0.59
H (-1.939, -3.461, 5.256)  0.39
H (-0.645, -5.152, 3.986)  0.42
H (0.479, -4.494, 1.895)  0.32
H (1.405, -3.831, 0.107)  0.37
H (1.303, -2.517, -1.080)  0.21
H (-0.160, -3.416, -0.647)  0.35
H (2.296, -2.495, 1.820)  0.40
H (1.638, -0.880, 2.158)  0.32
H (2.444, -1.182, 0.609)  0.44
F (-3.264, -0.404, -0.608)  -0.29
B (-2.110, -1.069, -0.435)  0.35
F (-2.212, -2.368, -0.754)  -0.27
O (1.828, 0.798, -0.436)  -0.79
C (1.492, 0.469, -1.595)  1.01
O (0.390, -0.105, -1.829)  -0.83
C (2.407, 0.754, -2.750)  0.06
C (3.621, 1.392, -2.525)  -0.30
C (4.473, 1.663, -3.582)  -0.66
C (4.084, 1.283, -4.855)  0.09
C (2.881, 0.648, -5.106)  -0.66
C (2.040, 0.384, -4.039)  -0.21
N (4.985, 1.565, -5.983)  1.00
O (4.616, 1.241, -7.094)  -0.61
O (6.027, 2.140, -5.743)  -0.61
H (3.885, 1.670, -1.514)  0.51
H (5.422, 2.157, -3.439)  0.48
H (2.623, 0.372, -6.117)  0.48
H (1.090, -0.111, -4.189)  0.49

Calculated values
net charge: 0
⟨S²⟩: 0.758
multiplicity: 2
orbital gap (alpha / beta): 6.748 / 7.497 eV
E_HOMO (alpha / beta): -0.269 / -0.297 Eh
energy: -47085.92409 eV
LUMO (alpha / beta): -0.59 / -0.58 eV



(3)
Formula: C23H24BN5O4S
Source: the Open Molecules 2025 dataset
Level of theory: ωB97M-V/def2-TZVPD

Each line ends with the Mulliken charge.
Element x y z (Å)
C (2.557, -1.270, 2.488)  -0.89
B (3.561, -1.398, 1.297)  0.37
O (3.136, -1.926, 0.100)  -0.32
O (4.903, -0.974, 1.337)  -0.39
C (5.177, 0.040, 2.173)  0.64
O (5.752, -0.091, 3.217)  -0.47
O (4.812, 1.291, 1.716)  -0.21
N (3.486, 1.577, 2.182)  -0.12
C (3.459, 2.280, 3.187)  0.51
S (3.314, 3.027, 4.522)  -0.34
H (1.862, -0.475, 2.237)  0.29
H (3.028, -1.028, 3.435)  0.27
H (2.010, -2.195, 2.621)  0.36
H (3.310, -1.251, -0.561)  0.25
C (-0.165, 4.028, -0.828)  -0.21
C (1.163, 3.638, -0.886)  -0.86
C (1.569, 2.572, -0.099)  -0.16
N (0.754, 1.901, 0.717)  0.09
C (-0.521, 2.292, 0.764)  -0.29
C (-1.026, 3.342, 0.011)  -0.58
H (-0.524, 4.852, -1.431)  0.38
H (1.868, 4.145, -1.530)  0.39
H (2.596, 2.226, -0.116)  0.40
H (-1.162, 1.736, 1.434)  0.46
H (-2.071, 3.613, 0.083)  0.43
C (1.787, -4.025, -1.801)  0.03
C (2.216, -4.234, -3.102)  -0.39
C (1.368, -4.895, -3.979)  -0.27
N (0.162, -5.347, -3.642)  -0.58
C (-0.234, -5.141, -2.387)  -0.31
C (0.534, -4.489, -1.434)  -0.35
H (2.417, -3.509, -1.084)  0.45
H (3.187, -3.891, -3.433)  0.37
H (1.663, -5.076, -5.007)  0.36
H (-1.219, -5.521, -2.141)  0.36
H (0.158, -4.347, -0.430)  0.38
C (-5.304, 1.470, 3.969)  -0.06
C (-4.410, 0.439, 3.732)  -0.67
C (-3.179, 0.753, 3.178)  -0.04
N (-2.805, 1.991, 2.857)  -0.29
C (-3.679, 2.968, 3.091)  -0.17
C (-4.933, 2.764, 3.644)  -0.65
H (-6.276, 1.267, 4.401)  0.37
H (-4.660, -0.585, 3.970)  0.34
H (-2.447, -0.022, 2.977)  0.37
H (-3.348, 3.964, 2.819)  0.38
H (-5.601, 3.597, 3.813)  0.35
C (-1.390, -1.163, -3.481)  -0.10
C (-2.038, -0.572, -4.553)  -0.50
C (-2.327, 0.783, -4.481)  -0.29
N (-2.020, 1.551, -3.437)  -0.48
C (-1.399, 0.965, -2.414)  -0.15
C (-1.062, -0.381, -2.387)  -0.68
H (-1.145, -2.218, -3.498)  0.41
H (-2.313, -1.146, -5.427)  0.40
H (-2.830, 1.286, -5.299)  0.37
H (-1.163, 1.613, -1.576)  0.52
H (-0.555, -0.801, -1.528)  0.52

Calculated values
structure (SMILES): CB(O)OC(=O)ON=C=S.c1ccncc1.c1ccncc1.c1ccncc1.c1ccncc1
net charge: 0
orbital gap: 8.403 eV
E_HOMO: -0.346 Eh
energy: -51391.26610 eV
LUMO: -1.02 eV



(4)
Formula: C23H24Br2N3O3Tl
Source: the Open Molecules 2025 dataset
Level of theory: ωB97M-V/def2-TZVPD

Each line ends with the Mulliken charge.
Element x y z (Å)
Tl (-0.165, 0.894, -1.159)  0.83
O (-3.178, -1.308, 3.942)  -0.58
C (-3.503, -2.278, 3.028)  0.79
C (-4.246, -3.407, 3.325)  -0.71
C (-4.498, -4.336, 2.325)  -0.54
C (-4.006, -4.153, 1.036)  -0.78
C (-3.260, -3.027, 0.741)  -0.43
C (-3.007, -2.098, 1.745)  0.21
C (-2.179, -0.822, 1.463)  0.30
O (-2.102, -0.469, 0.220)  -0.39
N (-0.914, -0.867, 2.231)  0.30
N (0.201, -0.470, 1.731)  -0.30
C (1.250, -0.498, 2.549)  -0.32
C (2.538, -0.126, 2.160)  0.46
Br (2.881, 0.228, 0.341)  -0.09
C (3.534, -0.116, 3.134)  -0.35
C (4.878, 0.311, 3.119)  1.05
C (5.688, -0.137, 4.193)  -0.43
C (7.012, 0.216, 4.266)  -0.70
C (7.548, 1.065, 3.299)  -0.30
C (6.756, 1.559, 2.257)  -0.80
C (5.440, 1.183, 2.154)  -0.32
H (-3.655, -1.440, 4.770)  0.36
H (-4.628, -3.556, 4.329)  0.34
H (-5.084, -5.215, 2.559)  0.41
H (-4.208, -4.885, 0.265)  0.41
H (-2.883, -2.856, -0.258)  0.41
H (-2.810, -0.075, 2.025)  0.34
H (-0.987, -1.161, 3.205)  0.29
H (1.125, -0.812, 3.585)  0.29
H (3.209, -0.537, 4.083)  0.24
H (5.257, -0.785, 4.949)  0.35
H (7.631, -0.150, 5.074)  0.41
H (8.588, 1.360, 3.363)  0.41
H (7.180, 2.243, 1.533)  0.41
H (4.830, 1.590, 1.360)  0.35
C (2.198, 0.432, -3.908)  -0.89
C (1.357, -0.766, -4.268)  -0.17
O (0.360, -0.950, -3.237)  -0.41
H (2.971, 0.581, -4.662)  0.40
H (2.695, 0.282, -2.945)  0.06
H (1.593, 1.342, -3.868)  0.22
H (1.976, -1.661, -4.337)  0.31
H (0.865, -0.610, -5.228)  0.33
H (-0.205, -1.684, -3.499)  0.24
Br (-5.296, 6.165, -0.303)  -0.09
C (-3.933, 4.883, -0.350)  0.36
C (-2.613, 5.267, -0.189)  -0.56
C (-1.643, 4.282, -0.235)  -0.34
N (-1.913, 2.986, -0.424)  -0.20
C (-3.200, 2.643, -0.581)  -0.11
C (-4.243, 3.549, -0.551)  -0.73
H (-2.347, 6.303, -0.033)  0.44
H (-0.598, 4.548, -0.116)  0.38
H (-3.405, 1.588, -0.741)  0.44
H (-5.266, 3.227, -0.686)  0.43

Calculated values
net charge: +2
orbital gap (alpha / beta): 5.492 / 5.519 eV
E_HOMO (alpha / beta): -0.512 / -0.511 Eh
energy: -179613.86035 eV
LUMO (alpha / beta): -8.45 / -8.38 eV



Question: Which formula does entry 1 have?
Answer: C23H24AuN6O2



Question: The highest net charge belongs to which entry?
Answer: C23H24Br2N3O3Tl



Question: Look up the energy of the third one.
Answer: -51391.26610 eV